Computed, not measured: a structure of composition C50H66O6STeTl, with wB97M-V/def2-TZVPD.

Its total charge is -1. Its HOMO energy (alpha / beta) is -2.34 / -2.34 eV. The electronic energy is -3234.18850 Eh.

Element x y z (Å)
C -2.9945 2.3757 2.1267
Tl -1.3404 -1.5370 -2.1212
H -3.6460 -2.0391 1.0218
H -2.6364 3.7708 0.5240
C -3.6979 -0.7029 -1.9391
H 3.7839 1.0051 1.9396
H 2.8976 0.9345 -3.6301
H -0.6652 -5.5855 4.8472
H 5.6934 -2.2249 1.4664
C 1.0693 4.0979 -1.8511
O 0.5905 -2.2522 -2.3524
H 0.2160 -1.2686 -3.1083
H 4.0654 -0.6013 2.6198
H 1.4921 -3.9585 2.6962
C -2.8098 1.7989 -0.2910
H 2.8698 3.0820 -2.5413
H -3.8541 4.0028 5.0933
C 1.0276 6.5706 -2.3337
C -0.8626 -3.1364 6.1557
H -3.7825 -1.5258 2.6637
H 6.2956 0.7081 -0.8784
H 1.0529 -5.4716 4.4488
H 3.7996 4.7791 -1.2814
H 0.2095 -3.2499 -4.0764
C 3.5315 -0.0834 -1.3297
C 5.1013 -0.2404 0.7068
H -0.5157 -3.4404 7.1506
H -2.6887 -0.3774 -4.2409
C -2.7322 4.8489 2.8229
O -1.0059 -1.4596 -0.0997
C -3.1772 1.0137 2.3861
H 2.0246 4.9502 0.5860
H 3.4143 5.3400 -2.9216
H 0.5708 -3.8737 -0.6474
C -2.8030 3.3725 3.2774
H -2.6388 5.5230 3.6828
H -3.0427 -3.7070 -1.8993
Te -1.8104 -3.1270 -4.4199
C -2.4338 2.4177 -1.6316
O -0.7279 0.4799 -2.5470
H -4.3385 -4.3295 -6.2146
C 2.4011 -0.4822 -2.1021
H -0.0014 -1.5137 -4.1986
H 1.4522 -1.8254 5.3582
C -0.9351 2.6706 -1.8746
H -3.2154 0.6553 3.4105
H -4.6264 -0.1723 -1.6964
H -3.6330 5.1428 2.2720
O -2.3044 -3.2170 -1.4571
C -3.3216 -5.4750 -7.7803
H -4.0110 2.2819 4.7669
H 1.5000 7.5418 -2.1454
H 5.3318 0.6221 2.7095
C 4.5382 0.2195 2.0692
O -2.7529 -0.6784 -0.8896
C 0.1429 -3.5611 5.0615
C 1.5668 5.7432 -0.0172
H -2.8816 1.8556 -2.4577
C 1.7180 5.4500 -1.5258
C 1.6917 -1.6562 -1.7313
H 3.3899 -2.3467 1.1621
H -3.9604 -1.7488 -2.1279
C 0.6297 -2.2890 -3.7611
C 3.9540 -0.7485 -0.1740
H 0.5409 -5.4285 6.1345
H -3.2790 -0.3032 -2.8644
H -2.1369 -3.7218 -0.6218
H 1.0871 6.3739 -3.4106
C -0.2626 -3.1292 3.6488
C -1.7602 -1.9933 2.0667
H 6.7056 1.2568 0.7493
C 6.1276 -1.3706 0.9358
C 0.2988 -2.9115 1.2557
H -1.8627 5.0364 2.1817
H -1.8449 -3.5983 6.0036
H 1.4532 0.1025 -3.9877
C 3.1862 -1.8490 0.2185
C 1.5013 -2.9189 5.4269
C -1.4732 3.0508 3.9966
C -2.1617 -4.3295 -6.1231
H 3.6412 6.5029 -1.6146
C 1.1932 -3.3639 0.0987
S -0.9669 -5.0379 -7.0677
H -1.7305 -6.3891 -8.9971
H -2.9454 3.3885 -1.7164
C -3.1673 0.0438 1.3592
H 0.5171 5.8220 0.2864
H 5.2294 1.8358 -0.0155
H 1.7980 -3.1751 6.4507
H -0.0319 6.6760 -2.0764
H 2.0511 6.6890 0.2520
C -0.8255 -2.0862 1.0040
C 1.1978 1.7658 -2.6111
H -4.9287 3.4449 3.8008
C -0.3124 3.9036 -1.6214
H -0.9233 4.7043 -1.2221
C -3.4028 -4.6627 -6.6432
O -2.7659 -1.0315 -3.5014
C -2.9878 0.4184 -0.0013
H -3.6872 -1.3862 -3.5792
H -0.6254 3.1031 3.3025
H 4.0186 0.8401 -1.6264
C 1.8066 3.0072 -2.3546
H 1.8614 -4.1632 0.4509
H 6.9749 -1.0190 1.5362
H 6.5248 -1.7408 -0.0168
H -1.2806 3.7597 4.8102
C -1.4678 -2.4792 3.3619
H -1.4746 2.0464 4.4350
C 0.5802 -3.3878 2.5569
C 2.0654 -2.2898 -0.5206
H -2.2115 -2.3125 4.1311
C 3.2267 5.5165 -1.8559
C -3.1463 -1.4141 1.7745
C 1.9851 0.5539 -3.1473
C -0.1773 1.5936 -2.3630
C -3.9637 3.2660 4.2887
H -0.9969 -2.0484 6.1788
H 1.6460 -2.2398 -4.1678
C 0.2760 -5.0962 5.1239
H -4.1899 -5.8318 -8.3178
H 2.3101 -3.2529 4.7676
C 5.8728 0.9558 0.1023
C -2.0183 -5.7787 -8.1520
C -2.8430 2.7370 0.7825